Record 1
ORCA calculation (ωB97M-V/def2-TZVPD) on a structure of composition C26H24MgN2S2Te.

Structure (ORCA input):
```
! RIJCOSX wB97M-V def2-TZVPD def2/J DEFGRID3
* xyz 0 1
Mg -1.4409 0.5950 0.5251
C 4.3066 -2.4110 -2.5319
C 3.4753 -1.1239 -2.6190
C 3.8564 -0.3541 -3.8916
C 3.8087 -0.2504 -1.4090
C 1.9903 -1.4767 -2.6776
C 1.5159 -2.3020 -3.7163
C 0.1845 -2.6371 -3.8471
C -0.7133 -2.1314 -2.9121
S -2.4369 -2.3190 -2.7964
C -2.4492 -1.3088 -1.3830
N -1.2692 -0.8796 -1.0252
C -0.2658 -1.3182 -1.8739
C 1.0851 -0.9923 -1.7519
C -3.6671 -0.9323 -0.6464
C -4.8916 -1.5209 -0.9678
C -6.0253 -1.1571 -0.2655
C -5.9202 -0.2111 0.7482
C -4.6905 0.3615 1.0518
C -3.5137 0.0326 0.3713
H 5.3695 -2.1653 -2.4853
H 4.1512 -3.0554 -3.3980
H 4.0473 -2.9792 -1.6366
H 4.9160 -0.0917 -3.8669
H 3.2772 0.5674 -3.9723
H 3.6774 -0.9464 -4.7899
H 4.8761 -0.0234 -1.4115
H 3.5788 -0.7597 -0.4705
H 3.2663 0.6967 -1.4240
H 2.2144 -2.6858 -4.4486
H -0.1482 -3.2682 -4.6603
H 1.3865 -0.3415 -0.9415
H -4.9629 -2.2626 -1.7569
H -6.9815 -1.6050 -0.5027
H -6.8051 0.0800 1.3020
H -4.6598 1.0971 1.8500
S -0.2803 -2.3274 3.8803
C 0.4294 -0.8113 4.2335
C 0.1422 0.0751 3.2507
N -0.6243 -0.4373 2.2314
C -0.9171 -1.6926 2.4409
H 1.0081 -0.6480 5.1263
H 0.4580 1.1071 3.2039
H -1.5238 -2.2752 1.7626
Te 0.2717 2.6309 -0.0150
C 0.1585 3.4284 1.9537
C 1.2890 3.4630 2.7703
C 1.2226 3.9792 4.0587
C 0.0225 4.4685 4.5549
C -1.1060 4.4482 3.7473
C -1.0381 3.9381 2.4574
H 2.2318 3.0890 2.3891
H 2.1138 4.0008 4.6743
H -0.0312 4.8701 5.5586
H -2.0458 4.8371 4.1196
H -1.9233 3.9361 1.8330
*
```

Computed properties:
HOMO-LUMO gap   7.178 eV
E   -64742.886 eV
HOMO energy   -7.12 eV
Relative energy (zero: lowest compared OMol25 entry of this formula, charge and spin)   1.77 kcal per mole



Record 2
ORCA calculation (ωB97M-V/def2-TZVPD) on a structure of composition C26H24N4O3PPtS2.

Structure (ORCA input):
```
! RIJCOSX wB97M-V def2-TZVPD def2/J DEFGRID3
* xyz 1 3
Pt -0.1078 -0.1323 0.1708
C -1.5471 4.1122 -0.1762
C -1.3421 2.6668 0.1273
N -0.2221 2.0760 0.2664
N 0.9610 2.7657 0.0831
C 1.9900 2.0929 -0.4999
N 3.1860 2.6833 -0.4227
S 1.7584 0.6503 -1.3354
C -2.5163 1.7592 0.3041
C -3.7603 2.2546 0.6348
C -4.8003 1.3601 0.8558
C -4.5485 0.0091 0.7381
C -3.2726 -0.4084 0.3890
N -2.2799 0.4464 0.1564
H -0.6383 4.5731 -0.5541
H -1.8660 4.6524 0.7178
H -2.3298 4.2281 -0.9254
H 1.1048 3.6088 0.6189
H 3.3760 3.4243 0.2321
H 3.9749 2.1879 -0.8044
H -3.9135 3.3192 0.7424
H -5.7843 1.7195 1.1253
H -5.3215 -0.7257 0.9129
H -3.0309 -1.4588 0.2879
O 1.7250 -0.8636 1.7568
S 0.7537 -0.9824 2.8604
O 1.2813 -0.7478 4.1672
O -0.4582 -0.1812 2.5137
C 0.1364 -2.6478 2.7807
C -0.0853 -3.2869 3.9895
C -0.6961 -4.5341 4.0137
C -1.0980 -5.1240 2.8309
C -0.8641 -4.4884 1.6164
C -0.2290 -3.2531 1.5601
P 0.1302 -2.4521 -0.0496
C -0.8696 -3.2668 -1.3243
C -1.8628 -2.5441 -1.9778
C -2.6206 -3.1333 -2.9830
C -2.3805 -4.4489 -3.3455
C -1.3713 -5.1714 -2.7172
C -0.6150 -4.5835 -1.7190
C 1.8138 -2.9668 -0.4881
C 2.6700 -3.5760 0.4196
C 3.9470 -3.9506 0.0234
C 4.3709 -3.7154 -1.2757
C 3.5171 -3.1058 -2.1868
C 2.2419 -2.7342 -1.7944
H 0.2195 -2.7937 4.9022
H -0.8667 -5.0333 4.9585
H -1.5908 -6.0873 2.8427
H -1.1870 -4.9731 0.7063
H -2.0223 -1.5025 -1.7229
H -3.3860 -2.5602 -3.4897
H -2.9653 -4.9098 -4.1308
H -1.1660 -6.1905 -3.0172
H 0.1952 -5.1399 -1.2627
H 2.3522 -3.7520 1.4389
H 4.6106 -4.4249 0.7341
H 5.3662 -4.0104 -1.5815
H 3.8436 -2.9251 -3.2025
H 1.5727 -2.2754 -2.5155
*
```

Computed properties:
Expectation value of S²   2.0088
HOMO-LUMO gap (alpha / beta)   6.308 / 7.803 eV
E   -73654.864 eV
HOMO energy (alpha / beta)   -9.76 / -11.42 eV
Relative energy (zero: lowest compared OMol25 entry of this formula, charge and spin)   0.00 kcal per mole



Record 3
ORCA calculation (ωB97M-V/def2-TZVPD) on a structure of composition C26H25BrCl2F6N3O2SbTl in a non-equilibrium geometry.

Structure (ORCA input):
```
! RIJCOSX wB97M-V def2-TZVPD def2/J DEFGRID3
* xyz -2 2
Tl 0.7302 -0.5346 -0.3773
C 2.0929 2.4571 2.8852
C 0.5835 2.5819 2.9085
O -0.0654 2.1107 3.8132
C -0.3917 2.8007 0.4042
C -1.5022 1.7327 0.4246
C -2.8723 2.2999 0.6562
N -1.3030 0.4938 0.1712
N -2.3971 -0.2653 0.1730
C -2.1462 -1.4932 -0.3143
O -1.1375 -1.9116 -0.9022
C -3.2198 -2.5044 -0.2452
C -4.4869 -2.2585 0.3617
C -5.3740 -3.2616 0.5539
C -5.0621 -4.5870 0.1467
C -3.9082 -4.8312 -0.4938
C -2.9824 -3.8048 -0.6857
H 2.5937 3.0389 3.7067
H 2.4744 2.8142 1.9823
H 2.3143 1.3962 2.8942
H -0.7864 3.5537 -0.2220
H -2.8947 3.3621 0.4801
H -3.2872 2.1440 1.6874
H -3.5869 1.7822 0.0164
H -4.8598 -1.2788 0.5948
H -6.3042 -2.9973 1.0574
H -5.7770 -5.4025 0.2658
H -3.6076 -5.8137 -0.8392
H -2.0559 -4.0069 -1.1405
C -0.1374 5.8256 2.7477
C 0.2844 4.7913 1.7014
C 1.1289 5.1964 0.7091
C 1.6777 4.4398 -0.3857
C 1.6398 3.0510 -0.5697
Br 3.2061 2.3364 -1.5699
N 0.8501 2.1516 -0.1364
C -0.2171 3.3885 1.8376
H 0.0165 6.9546 2.4109
H 0.5421 5.6904 3.5892
H -1.1467 5.6822 3.0775
H 1.4112 6.2539 0.7542
H 2.2281 5.0165 -1.1303
H -1.1895 3.4362 2.3758
Cl 0.9529 -3.8038 -5.3414
C 0.6300 -4.4833 -3.7694
Cl 1.5786 -5.9654 -3.4067
H -0.4542 -4.6809 -3.7261
H 0.8664 -3.7205 -3.0113
F 0.2717 -0.1849 -2.8977
Sb -0.9528 0.0033 -4.3510
F -0.9629 -1.9093 -4.5450
F 0.4671 0.2328 -5.5158
F -1.1443 1.8783 -4.0893
F -2.2145 0.0445 -5.8164
F -2.3487 -0.1687 -3.0797
C 2.0778 -2.4007 -0.5874
C 3.2022 -2.3653 0.2766
C 3.8050 -1.2332 0.8732
C 4.8866 -1.2319 1.6629
C 5.5506 -2.4713 2.0595
C 5.0421 -3.5857 1.5048
C 3.8971 -3.6069 0.5998
H 3.3520 -0.2424 0.7320
H 5.2628 -0.3074 2.1126
H 6.3087 -2.4823 2.8228
H 5.4153 -4.5893 1.8508
H 3.4350 -4.5563 0.2681
*
```

Computed properties:
Expectation value of S²   0.8078
HOMO-LUMO gap (alpha / beta)   6.135 / 6.061 eV
E   -158556.849 eV
HOMO energy (alpha / beta)   -1.90 / -1.90 eV
Relative energy (zero: lowest compared OMol25 entry of this formula, charge and spin)   85.44 kcal per mole



Record 4
ORCA calculation (ωB97M-V/def2-TZVPD) on a structure of composition C26H25BrCl2F6N3O2SbTl in a non-equilibrium geometry.

Structure (ORCA input):
```
! RIJCOSX wB97M-V def2-TZVPD def2/J DEFGRID3
* xyz -2 2
Tl 1.0543 0.1387 -1.9938
C -1.3561 3.1909 -4.0274
C -1.0020 2.3621 -2.7991
O 0.1674 1.9206 -2.8815
C -1.9671 2.1599 -1.8035
C -1.6967 1.6052 -0.5042
C -2.3526 1.0393 1.9476
N -0.3412 1.2492 -0.2571
N 0.2154 2.1100 0.5848
C 1.6020 2.0691 0.6374
O 2.3346 1.4641 -0.1694
C 2.2706 2.8568 1.7935
C 1.5422 3.5897 2.7153
C 2.1761 4.2986 3.7466
C 3.5720 4.3704 3.8048
C 4.3229 3.5958 2.8701
C 3.6939 2.8572 1.8624
H -1.1558 2.6909 -4.9903
H -2.3748 3.6031 -4.0690
H -0.7123 4.1072 -3.9875
H -2.8337 2.7734 -1.9352
H -2.7849 1.8174 2.5506
H -2.6388 0.0265 2.3064
H -1.2886 1.0029 2.1208
H 0.4195 3.4883 2.7436
H 1.6246 5.0364 4.2925
H 4.1176 4.9647 4.5143
H 5.3800 3.7965 2.9870
H 4.1481 2.3105 1.0764
C 3.2247 -3.5797 1.4580
C 3.8028 -3.7352 0.0718
C 3.8488 -2.6427 -0.8805
C 4.4983 -2.8390 -2.0730
C 5.0227 -4.1016 -2.3716
Br 5.9752 -4.4538 -3.9683
N 5.0137 -5.1381 -1.5490
C 4.3589 -4.9278 -0.3774
H 3.4993 -4.3816 2.1248
H 2.1154 -3.6475 1.5350
H 3.6080 -2.6656 1.8698
H 3.4810 -1.6499 -0.6945
H 4.4741 -2.0614 -2.8198
H 4.3696 -5.7652 0.3583
Cl -1.6898 -0.4360 -3.8923
C -1.2088 -2.0882 -3.8745
Cl -1.6594 -3.1749 -5.2705
H -1.6209 -2.5548 -2.9468
H -0.1761 -2.1869 -3.9296
F -2.2051 -4.1372 3.4018
Sb -0.6155 -4.9914 2.7673
F -0.2099 -3.3834 1.9458
F 0.9688 -5.7253 2.2419
F 0.1498 -4.3894 4.3707
F -1.2514 -6.6382 3.5276
F -1.6551 -5.5978 1.2569
C -2.5521 1.4232 0.4782
C -3.9496 1.5102 0.1027
C -4.2839 0.8244 -1.0870
C -5.6154 0.9381 -1.5397
C -6.5127 1.8197 -0.8754
C -6.1143 2.5897 0.1907
C -4.8374 2.4389 0.6726
H -3.6132 0.1750 -1.6528
H -5.9164 0.4349 -2.4662
H -7.5078 1.8656 -1.3185
H -6.8018 3.3308 0.5711
H -4.5512 3.0466 1.5064
*
```

Computed properties:
Expectation value of S²   0.7644
HOMO-LUMO gap (alpha / beta)   5.662 / 5.776 eV
E   -158560.554 eV
HOMO energy (alpha / beta)   -2.02 / -2.13 eV
Relative energy (zero: lowest compared OMol25 entry of this formula, charge and spin)   0.00 kcal per mole



Record 5
ORCA calculation (ωB97M-V/def2-TZVPD) on a structure of composition C26H25CdN6O4S5.

Structure (ORCA input):
```
! RIJCOSX wB97M-V def2-TZVPD def2/J DEFGRID3
* xyz -1 1
Cd 0.7602 -0.9617 0.4740
C -3.8867 -6.2956 -0.9929
C -2.9205 -5.7235 0.0390
N -1.7851 -5.0588 -0.5598
C -1.7383 -3.7359 -0.9152
S -3.1708 -2.7666 -0.8301
N -0.5556 -3.3656 -1.3596
N -0.3600 -2.0314 -1.5599
C 0.1915 -1.7271 -2.6773
C 0.4985 -2.7683 -3.7124
C 0.5281 -0.3056 -2.9098
C 0.4855 0.2440 -4.1931
C 0.7824 1.5815 -4.3653
C 1.1303 2.3429 -3.2578
C 1.1442 1.7166 -2.0228
N 0.8449 0.4349 -1.8487
H -4.7212 -6.8024 -0.5011
H -3.3768 -7.0109 -1.6415
H -4.2801 -5.4842 -1.6053
H -2.5337 -6.5254 0.6724
H -3.4518 -5.0171 0.6779
H -0.8791 -5.4925 -0.4915
H -0.4068 -3.3011 -4.0057
H 1.1582 -3.5073 -3.2519
H 0.9895 -2.3510 -4.5896
H 0.2025 -0.3706 -5.0363
H 0.7436 2.0283 -5.3511
H 1.3848 3.3904 -3.3450
H 1.4216 2.2616 -1.1265
O 6.8583 -2.2939 3.3276
C 5.7770 -2.1228 2.8105
S 4.2575 -2.0438 3.6946
C 3.1828 -1.8031 2.3152
C 3.7683 -1.7567 1.0955
S 3.0362 -1.4842 -0.4719
S 5.5236 -1.9491 1.0766
S 1.4886 -1.6488 2.7497
O -3.0059 5.1805 -0.5076
C -3.7060 3.9539 -0.3357
C -2.7195 2.8493 -0.0840
C -2.9473 1.5677 -0.5560
C -2.0363 0.5654 -0.2623
N -0.9365 0.7944 0.4539
C -0.6935 2.0322 0.8920
C -1.5657 3.0828 0.6525
C 0.6047 2.2454 1.5991
C 0.7859 3.2544 2.5350
C 2.0330 3.4028 3.1278
C 2.2649 4.4607 4.1771
O 1.5224 5.6512 3.9561
C 3.0496 2.5356 2.7548
C 2.7765 1.5467 1.8227
N 1.5843 1.4115 1.2576
H -3.6499 5.8847 -0.6210
H -4.3056 3.7113 -1.2176
H -4.3827 4.0207 0.5243
H -3.8198 1.3336 -1.1534
H -2.1947 -0.4530 -0.6137
H -1.3341 4.0818 0.9939
H -0.0296 3.9060 2.8195
H 3.3361 4.6722 4.2509
H 1.9379 4.0870 5.1484
H 1.7366 5.9770 3.0757
H 4.0384 2.6173 3.1888
H 3.5289 0.8266 1.5182
O -2.3726 -1.7081 2.5495
C -1.5911 -1.7869 1.7426
*
```

Computed properties:
HOMO-LUMO gap   5.643 eV
E   -103242.263 eV
HOMO energy   -3.82 eV
Relative energy (zero: lowest compared OMol25 entry of this formula, charge and spin)   13.57 kcal per mole



Record 6
ORCA calculation (ωB97M-V/def2-TZVPD) on a structure of composition C26H25Cl2FMgN5OS.

Structure (ORCA input):
```
! RIJCOSX wB97M-V def2-TZVPD def2/J DEFGRID3
* xyz -1 1
Mg -0.4613 -0.1597 -0.0201
Cl 0.5278 1.5748 -1.7422
C -0.7702 1.3119 -2.9150
C -0.6473 1.9123 -4.1429
C -1.6159 1.6999 -5.1180
C -2.6769 0.8507 -4.7972
C -2.7691 0.2635 -3.5615
Cl -4.1385 -0.8055 -3.2739
C -1.8391 0.4349 -2.4506
N -1.9322 -0.1257 -1.2866
H 0.2113 2.5423 -4.3436
H -1.5429 2.1624 -6.0920
H -3.4465 0.6366 -5.5290
C 4.9421 1.7577 2.2192
N 3.6140 2.2958 2.4804
N 2.6937 1.2787 2.8595
C 1.5299 1.3306 1.9718
O 1.3352 0.1266 1.1779
C 1.7776 2.5609 1.1761
C 3.0014 3.0180 1.4458
C 3.7328 4.1493 0.8078
C 2.2778 1.3311 4.2722
C 2.5186 -0.0039 5.0380
C 3.1253 0.1040 6.3951
C 3.4228 1.2822 6.9377
C 3.1764 2.5431 6.2288
C 2.6848 2.5745 4.9920
H 5.3014 1.2680 3.1223
H 5.6204 2.5774 1.9831
H 4.9337 1.0321 1.3977
H 1.0828 2.9871 0.4720
H 3.0736 4.6690 0.1158
H 4.5955 3.7902 0.2430
H 4.0939 4.8546 1.5586
H 3.0712 -0.7153 4.4213
H 3.3391 -0.8159 6.9271
H 3.8740 1.3296 7.9217
H 3.4088 3.4698 6.7399
H 2.5133 3.5153 4.4828
S -0.7420 -3.2942 -0.0016
C -2.2672 -2.7260 0.4050
N -2.6488 -2.3705 1.6529
C -3.8221 -1.5070 1.6160
C -4.3128 -1.6851 0.1649
N -3.2808 -2.5191 -0.4509
H -1.9209 -2.2340 2.3367
H -3.5399 -0.4710 1.8207
H -4.5649 -1.8209 2.3506
H -4.3432 -0.7352 -0.3675
H -5.2824 -2.1825 0.1193
H -2.9870 -2.2185 -1.3770
F 0.3840 -0.3643 6.2156
C 0.9833 -0.3077 4.9499
C 0.7487 1.0492 4.2693
C 0.2781 1.0657 2.8215
C 0.1042 -0.2602 2.0674
C 0.3973 -1.4760 2.8500
C 0.6506 -1.5147 4.1617
H 0.1827 1.7126 4.9221
H -0.5267 1.7860 2.6779
H 0.3440 -2.4152 2.3067
H 0.7746 -2.4632 4.6766
*
```

Computed properties:
HOMO-LUMO gap   5.496 eV
E   -80907.110 eV
HOMO energy   -3.03 eV
Relative energy (zero: lowest compared OMol25 entry of this formula, charge and spin)   65.13 kcal per mole